1.
83
Properties=species:S:1:pos:R:3:lowdin_charge:R:1 method="wB97M-V/def2-TZVPD" e_lumo_ev=-6.0 relative_energy_kcal_mol=14.3 e_homo_ev=-13.10 charge=+2
Zr 0.224 0.176 0.795 1.65
C -3.219 0.627 -0.444 -0.46
C -2.753 1.798 -1.295 -0.43
S -0.942 2.047 -1.235 0.85
C -0.809 3.845 -0.990 -0.47
C -1.391 4.350 0.318 -0.47
S -0.767 3.332 1.692 0.88
C -2.282 3.036 2.646 -0.48
C -3.307 2.147 1.953 -0.43
S -2.583 0.610 1.258 0.86
H -4.308 0.611 -0.399 0.10
H -2.891 -0.327 -0.858 0.07
H -3.034 1.615 -2.332 0.09
H -3.218 2.731 -0.983 0.07
H 0.266 4.023 -1.027 0.06
H -1.259 4.341 -1.849 0.10
H -1.087 5.382 0.486 0.09
H -2.479 4.310 0.324 0.07
H -1.934 2.576 3.571 0.07
H -2.722 4.001 2.898 0.10
H -4.055 1.832 2.680 0.09
H -3.820 2.662 1.143 0.08
C 1.734 -0.202 2.880 -0.21
C 3.053 -0.203 2.444 -0.10
C 3.377 1.082 1.958 -0.11
C 2.260 1.888 2.063 -0.15
C 1.196 1.120 2.652 -0.41
H 1.283 -0.963 3.499 0.08
H 3.737 -1.037 2.517 0.11
H 4.347 1.383 1.588 0.11
H 2.213 2.943 1.837 0.10
H 0.475 1.576 3.319 0.08
C -0.149 -3.431 3.714 -0.17
Si -1.253 -2.148 2.874 0.45
C -3.007 -2.782 2.611 -0.15
C -1.356 -0.617 3.996 -0.18
N -0.547 -1.636 1.307 -0.28
C -0.715 -2.557 0.255 -0.30
C -0.860 -3.941 0.455 -0.05
C -1.208 -4.803 -0.566 -0.05
C -1.441 -4.316 -1.842 -0.05
C -1.222 -2.975 -2.094 0.00
C -0.812 -2.132 -1.075 -0.22
O -0.442 -0.786 -1.385 -0.19
C 0.270 -0.749 -2.629 -0.29
C 1.361 -1.585 -2.828 -0.05
C 2.047 -1.553 -4.030 -0.05
C 1.631 -0.714 -5.054 -0.06
C 0.507 0.073 -4.868 -0.06
C -0.181 0.054 -3.661 -0.04
H 0.117 -3.126 4.727 0.04
H 0.781 -3.609 3.169 0.03
H -0.671 -4.387 3.800 0.04
H -3.364 -3.241 3.536 0.05
H -3.075 -3.537 1.828 0.03
H -3.696 -1.975 2.361 0.02
H -2.359 -0.556 4.422 0.05
H -1.162 0.320 3.478 -0.05
H -0.660 -0.688 4.833 0.05
H -0.700 -4.338 1.448 0.09
H -1.312 -5.860 -0.357 0.12
H -1.758 -4.973 -2.640 0.12
H -1.334 -2.587 -3.098 0.13
H 1.652 -2.288 -2.060 0.11
H 2.897 -2.210 -4.169 0.12
H 2.160 -0.703 -5.997 0.12
H 0.136 0.690 -5.676 0.12
H -1.074 0.647 -3.552 0.09
C 2.667 2.891 -3.359 -0.06
C 3.058 2.849 -1.873 -0.21
C 2.946 1.469 -1.327 -0.55
N 1.931 0.995 -0.698 -0.07
N 2.071 -0.311 -0.310 -0.15
C 3.240 -0.822 -0.609 -0.68
N 3.596 -2.073 -0.315 0.17
S 4.229 0.301 -1.481 1.21
H 2.701 3.916 -3.722 0.09
H 1.663 2.491 -3.503 0.06
H 3.360 2.299 -3.957 0.08
H 2.410 3.499 -1.286 0.10
H 4.083 3.202 -1.751 0.12
H 3.001 -2.611 0.297 0.13
H 4.542 -2.389 -0.449 0.13


2.
88
Properties=species:S:1:pos:R:3:lowdin_charge:R:1 method="wB97M-V/def2-TZVPD" e_lumo_ev=-1.1 smiles="C[C@@H](COC(=O)CSC1=C(COc2ccccc2)C(=O)OC1=O)OC(=O)CS.CCOC(C)=O.CCOC(C)=O.CCOC(C)=O" e_homo_ev=-9.09
C 4.659 -1.657 2.361 -0.01
C 5.631 -0.814 1.545 -0.31
C 5.078 -0.374 0.187 -0.10
O 5.478 -1.264 -0.850 0.03
C 4.946 -2.504 -0.935 -0.57
O 5.619 -3.429 -1.275 0.15
C 3.453 -2.671 -0.703 -0.34
S 2.639 -2.486 -2.317 1.04
C 1.039 -2.995 -1.819 -0.39
C 0.031 -2.269 -1.321 -0.06
C 0.014 -0.800 -1.043 -0.12
O -0.219 -0.540 0.334 -0.05
C -1.287 0.303 0.628 -0.28
C -2.593 -0.032 0.297 0.00
C -3.635 0.840 0.592 -0.05
C -3.369 2.037 1.246 -0.08
C -2.064 2.348 1.599 -0.09
C -1.015 1.494 1.283 -0.02
C -1.097 -3.244 -1.105 -0.36
O -2.268 -3.069 -1.108 0.18
O -0.520 -4.503 -1.015 0.14
C 0.578 -4.423 -1.889 -0.42
O 0.931 -5.312 -2.577 0.20
O 5.955 0.330 2.348 0.00
C 6.957 1.121 1.862 -0.57
O 8.010 0.683 1.511 0.14
C 6.602 2.587 1.845 -0.45
S 7.026 3.266 0.217 0.78
H 4.668 -2.695 2.027 0.09
H 3.640 -1.277 2.244 0.08
H 4.923 -1.604 3.415 0.09
H 6.521 -1.421 1.354 0.16
H 3.992 -0.259 0.235 0.12
H 5.470 0.605 -0.093 0.12
H 3.026 -1.956 -0.005 0.06
H 3.307 -3.670 -0.293 0.11
H 1.005 -0.421 -1.307 0.12
H -0.706 -0.269 -1.671 0.15
H -2.795 -0.971 -0.196 0.10
H -4.639 0.562 0.298 0.09
H -4.186 2.704 1.485 0.10
H -1.852 3.273 2.120 0.10
H 0.000 1.748 1.559 0.11
H 5.532 2.696 2.003 0.08
H 7.097 3.106 2.666 0.09
H 6.018 4.136 0.126 -0.13
C -5.697 -3.686 -0.957 -0.05
C -6.438 -2.838 0.053 -0.22
O -6.281 -1.433 -0.199 -0.02
C -7.064 -0.751 -1.059 -0.54
C -7.999 -1.504 -1.965 0.01
O -6.953 0.447 -1.088 0.09
H -6.091 -3.559 -1.966 0.07
H -5.775 -4.741 -0.690 0.09
H -4.644 -3.413 -0.979 0.05
H -7.494 -3.099 0.127 0.10
H -6.005 -2.981 1.043 0.12
H -7.507 -1.661 -2.926 0.10
H -8.886 -0.897 -2.118 0.09
H -8.323 -2.456 -1.563 0.06
C 11.566 6.244 -2.716 -0.06
C 10.762 5.473 -1.689 -0.24
O 9.393 5.322 -2.074 -0.01
C 8.966 4.331 -2.881 -0.54
C 9.970 3.481 -3.624 0.02
O 7.785 4.184 -3.035 0.08
H 11.608 5.719 -3.670 0.07
H 12.586 6.394 -2.362 0.08
H 11.110 7.218 -2.893 0.08
H 11.206 4.503 -1.462 0.11
H 10.722 6.027 -0.753 0.12
H 10.113 3.903 -4.618 0.10
H 9.550 2.483 -3.725 0.09
H 10.936 3.391 -3.134 0.07
C -11.845 -0.763 3.880 -0.06
C -10.666 -1.682 3.643 -0.24
O -10.648 -2.209 2.312 0.00
C -10.108 -1.550 1.269 -0.51
C -9.705 -0.103 1.427 0.03
O -10.023 -2.130 0.219 0.10
H -11.805 0.118 3.240 0.07
H -11.863 -0.432 4.919 0.08
H -12.777 -1.286 3.665 0.08
H -9.715 -1.202 3.878 0.11
H -10.742 -2.561 4.282 0.12
H -10.535 0.520 1.097 0.10
H -8.850 0.098 0.785 0.07
H -9.434 0.177 2.441 0.07


3.
86
Properties=species:S:1:pos:R:3:lowdin_charge:R:1 method="wB97M-V/def2-TZVPD" e_lumo_ev=4.1 e_homo_ev=-0.93 charge=-2
B -31.630 26.166 5.473 -1.20
F -32.864 25.792 4.859 0.05
F -31.900 27.282 6.319 0.06
F -31.124 25.117 6.285 0.07
F -30.692 26.477 4.463 0.09
C -26.680 25.704 1.671 -0.15
C -27.968 25.650 2.497 -0.58
O -27.628 25.274 3.728 -0.30
H -26.830 26.117 0.649 0.02
H -26.203 24.728 1.506 0.05
H -25.922 26.254 2.246 0.05
H -28.657 24.922 1.952 0.06
H -28.503 26.635 2.412 0.08
C -23.384 23.578 4.868 -0.18
C -22.599 22.278 4.652 -0.17
C -23.710 21.318 4.136 -0.21
O -24.886 22.099 3.952 -0.14
C -24.501 23.479 3.853 -0.19
H -22.805 24.506 4.780 0.11
H -23.734 23.623 5.902 0.11
H -22.208 21.885 5.594 0.09
H -21.760 22.394 3.966 0.09
H -23.977 20.571 4.880 0.11
H -23.402 20.881 3.179 0.11
H -25.386 24.072 4.114 0.11
H -24.225 23.724 2.821 0.12
N -31.504 29.459 4.327 0.02
C -30.495 29.408 3.409 -0.13
C -29.511 30.260 3.819 -0.12
C -29.953 30.866 5.026 -0.12
C -31.183 30.330 5.330 -0.15
H -32.370 28.956 4.304 0.13
H -30.480 28.672 2.624 0.10
H -28.606 30.483 3.285 0.05
H -29.414 31.570 5.640 0.07
H -31.806 30.346 6.207 0.10
N -26.303 27.963 4.815 0.06
C -26.188 29.304 5.041 -0.15
C -25.588 29.463 6.270 -0.14
C -25.343 28.165 6.803 -0.14
C -25.801 27.268 5.870 -0.14
H -26.632 27.513 3.969 0.11
H -26.436 30.051 4.312 0.08
H -25.368 30.447 6.659 0.07
H -25.044 27.948 7.815 0.07
H -25.820 26.193 5.902 0.10
N -29.320 25.070 -3.933 -0.01
C -28.999 24.499 -2.735 -0.14
C -27.866 25.110 -2.256 -0.10
C -27.559 26.166 -3.151 -0.11
C -28.453 26.108 -4.193 -0.15
H -30.068 24.752 -4.518 0.13
H -29.520 23.624 -2.383 0.10
H -27.459 24.854 -1.292 0.07
H -26.762 26.890 -3.094 0.09
H -28.509 26.674 -5.105 0.09
N -31.808 26.420 1.698 0.04
C -33.053 26.925 1.899 -0.14
C -33.675 27.008 0.676 -0.13
C -32.742 26.560 -0.296 -0.14
C -31.589 26.193 0.369 -0.14
H -31.215 26.147 2.481 0.13
H -33.396 27.103 2.902 0.10
H -34.628 27.443 0.417 0.07
H -32.915 26.479 -1.358 0.07
H -30.723 25.618 0.085 0.09
N -25.353 29.327 1.369 0.02
C -25.327 30.576 1.911 -0.17
C -26.492 31.208 1.548 -0.13
C -27.283 30.250 0.848 -0.11
C -26.559 29.087 0.802 -0.13
H -24.566 28.708 1.383 0.14
H -24.445 30.961 2.392 0.10
H -26.747 32.235 1.752 0.09
H -28.297 30.361 0.500 0.09
H -26.755 28.142 0.331 0.09
N -29.933 20.975 0.646 0.01
C -29.563 20.034 -0.286 -0.16
C -28.458 20.518 -0.937 -0.13
C -28.185 21.808 -0.398 -0.12
C -29.118 22.057 0.566 -0.11
H -30.678 20.835 1.302 0.14
H -30.130 19.126 -0.398 0.09
H -27.905 19.976 -1.687 0.08
H -27.375 22.451 -0.694 0.08
H -29.213 22.950 1.164 0.10


4.
93
Properties=species:S:1:pos:R:3:lowdin_charge:R:1 method="wB97M-V/def2-TZVPD" e_lumo_ev="-10.2 / -10.1" relative_energy_kcal_mol=7.6 e_homo_ev="-15.08 / -15.03" charge=+3
Tl -0.033 0.222 -0.113 0.84
C 2.637 -2.384 1.075 -0.05
O 1.695 -1.627 1.842 -0.15
C 1.918 -1.572 3.189 -0.20
C 2.819 -2.393 3.850 -0.01
C 3.055 -2.253 5.219 -0.66
Br 4.300 -3.378 6.061 0.85
C 2.396 -1.291 5.930 -0.04
C 1.446 -0.471 5.280 -0.06
C 1.218 -0.601 3.902 -0.16
O 0.367 0.191 3.175 -0.01
C 0.771 0.481 6.114 -0.17
N 1.286 0.890 7.300 0.23
C 0.408 1.743 7.808 -0.17
C 0.472 2.456 9.040 0.06
C -0.590 3.248 9.355 -0.02
C -1.706 3.357 8.483 0.03
C -1.798 2.681 7.261 0.03
C -0.729 1.889 6.942 -0.13
N -0.431 1.073 5.860 0.19
H 3.651 -2.025 1.253 0.12
H 2.356 -2.234 0.037 0.07
H 2.572 -3.448 1.314 0.10
H 3.377 -3.139 3.303 0.11
H 2.578 -1.157 6.986 0.12
H 0.271 1.068 3.567 0.09
H 1.337 2.348 9.680 0.14
H -0.601 3.809 10.279 0.13
H -2.527 3.998 8.778 0.13
H -2.668 2.797 6.631 0.13
H -1.081 0.787 5.146 0.16
I -2.504 2.649 2.046 0.71
C -2.068 4.215 0.658 -1.12
I -1.215 3.546 -1.155 0.81
H -1.373 4.886 1.146 -0.03
H -3.009 4.707 0.446 -0.03
C 1.979 -4.790 -1.745 -0.08
N 1.861 -3.615 -2.607 -0.30
C 2.827 -3.595 -3.706 -0.06
P 0.483 -2.759 -2.511 0.49
O 0.215 -2.166 -1.160 -0.44
O 0.744 -1.620 -3.612 -0.26
P 0.246 -0.091 -3.841 0.47
O -0.328 0.487 -2.592 -0.50
N -0.816 -0.277 -5.060 -0.30
C -0.867 -1.378 -6.015 -0.08
C -1.520 0.927 -5.508 -0.07
N 1.530 0.775 -4.332 -0.29
C 2.115 0.582 -5.658 -0.06
C 2.401 1.476 -3.393 -0.07
N -0.771 -3.683 -3.000 -0.28
C -0.620 -4.702 -4.039 -0.06
C -2.152 -3.376 -2.669 -0.08
H 1.829 -5.712 -2.313 0.10
H 1.242 -4.755 -0.944 0.08
H 2.974 -4.818 -1.299 0.10
H 2.700 -4.466 -4.356 0.09
H 3.835 -3.624 -3.293 0.10
H 2.721 -2.691 -4.297 0.07
H -0.283 -2.224 -5.664 0.07
H -0.481 -1.068 -6.990 0.09
H -1.903 -1.696 -6.148 0.09
H -1.491 1.693 -4.734 0.08
H -2.563 0.681 -5.710 0.10
H -1.073 1.330 -6.419 0.10
H 1.386 0.152 -6.341 0.07
H 2.989 -0.074 -5.618 0.09
H 2.426 1.547 -6.057 0.10
H 1.862 1.695 -2.474 0.06
H 2.715 2.421 -3.839 0.10
H 3.295 0.891 -3.161 0.10
H 0.427 -4.834 -4.302 0.07
H -1.167 -4.415 -4.940 0.09
H -1.010 -5.658 -3.686 0.10
H -2.185 -2.507 -2.017 0.05
H -2.625 -4.229 -2.173 0.10
H -2.723 -3.151 -3.575 0.10
N -1.554 -3.023 0.805 0.22
C -2.660 -2.336 0.681 -0.63
N -2.634 -1.146 0.038 0.09
C -3.864 -0.701 -0.165 -0.28
C -4.186 0.479 -0.907 0.02
C -5.498 0.818 -1.033 -0.02
C -6.514 0.027 -0.433 0.03
C -6.235 -1.135 0.298 -0.03
C -4.921 -1.497 0.421 -0.41
S -4.229 -2.883 1.220 1.17
H -0.739 -2.725 0.249 0.07
H -1.545 -3.942 1.224 0.14
H -3.387 1.054 -1.357 0.09
H -5.786 1.695 -1.595 0.13
H -7.547 0.330 -0.551 0.13
H -7.037 -1.715 0.732 0.13


5.
81
Properties=species:S:1:pos:R:3:lowdin_charge:R:1 method="wB97M-V/def2-TZVPD" e_lumo_ev="-8.8 / -8.8" e_homo_ev="-11.85 / -11.87" charge=+2
Ce -0.113 0.614 -1.494 1.07
C -0.398 -2.261 1.897 -0.21
C 0.966 -2.333 1.520 -0.19
C 0.827 -0.963 3.363 -0.20
C -0.490 -1.399 3.046 -0.20
C 1.730 -1.574 2.458 -0.18
C -1.517 -2.978 1.247 -0.09
H -1.226 -4.014 1.025 0.09
H -1.824 -2.510 0.283 -0.05
H -2.394 -2.988 1.907 0.08
C -1.670 -1.009 3.779 0.03
H -2.581 -1.461 3.391 0.09
H -1.892 0.360 3.671 0.02
H -1.568 -1.173 4.861 0.12
C 1.179 -0.019 4.447 -0.02
H 0.512 -0.147 5.308 0.08
H 1.085 1.028 4.115 0.09
H 2.214 -0.167 4.776 0.09
C 3.201 -1.452 2.496 -0.05
H 3.578 -1.668 3.506 0.10
H 3.544 -0.430 2.240 -0.02
H 3.668 -2.152 1.794 0.08
C 1.529 -3.101 0.387 -0.03
H 2.339 -3.769 0.720 0.10
H 1.950 -2.441 -0.392 0.07
H 0.754 -3.717 -0.088 0.08
C -1.950 0.711 -2.682 -0.41
C -2.147 -0.746 -3.111 -0.39
C -1.223 -1.251 -4.239 -0.18
C 0.216 -1.543 -3.797 -0.12
C 0.975 -0.334 -3.228 -0.21
C 0.779 1.035 -3.545 -0.20
C -0.287 1.620 -4.442 -0.12
C -1.725 1.673 -3.848 -0.14
H -1.213 -0.542 -5.074 0.11
H 0.753 -1.912 -4.678 0.16
H -1.653 -2.155 -4.689 0.12
H -2.429 1.459 -4.667 0.15
H -2.703 1.073 -1.947 0.12
H -3.182 -0.755 -3.504 0.10
H -1.997 2.692 -3.528 0.13
H 0.015 2.645 -4.689 0.14
H 1.558 1.776 -3.290 0.14
H -0.313 1.118 -5.418 0.14
H 0.271 -2.370 -3.068 0.12
H 1.921 -0.593 -2.696 0.15
P -2.720 -2.225 -1.828 0.96
P 4.049 1.564 1.120 0.90
C 1.777 1.889 -0.752 -0.31
C 2.268 2.058 0.672 -0.38
H 1.145 2.746 -1.085 0.06
H 2.562 1.698 -1.495 0.03
H 2.148 3.101 1.010 0.08
H 1.688 1.434 1.383 0.05
C 4.885 3.186 1.185 -0.29
H 5.674 3.076 1.945 0.04
H 4.170 3.950 1.518 0.04
H 5.331 3.454 0.216 0.05
C 4.707 0.856 -0.442 -0.30
H 4.547 1.518 -1.295 0.03
H 4.252 -0.120 -0.651 0.03
H 5.786 0.697 -0.324 0.06
C -4.550 -2.267 -1.902 -0.26
H -4.891 -3.306 -1.775 0.06
H -4.927 -1.857 -2.849 0.05
H -4.941 -1.669 -1.066 0.04
C -2.340 -3.770 -2.732 -0.27
H -1.255 -3.910 -2.828 0.03
H -2.803 -3.795 -3.729 0.06
H -2.734 -4.599 -2.124 0.06
Cl -1.998 1.909 6.098 0.75
C -2.094 2.446 4.465 -0.65
C -2.022 1.522 3.441 -0.13
C -2.030 1.920 2.131 -0.54
Cl -2.018 0.661 0.855 0.76
C -2.026 3.274 1.780 -0.66
Cl -1.817 3.732 0.123 0.72
C -2.146 4.242 2.804 -0.68
Cl -2.222 5.907 2.419 0.74
C -2.192 3.825 4.163 -0.67
Cl -2.331 4.973 5.423 0.75